[1]
{
  "formula": "C3H10NS",
  "method": "ωB97M-V with the def2-TZVPD basis set",
  "species": ["C", "C", "C", "N", "S", "H", "H", "H", "H", "H", "H", "H", "H", "H", "H"],
  "xyz": [[1.652117, 1.090130, 0.312132], [0.556900, -1.054774, 0.152361], [-1.933717, -0.993612, 0.004080], [0.594542, 0.268061, -0.339399], [-2.258837, 0.732760, 0.087228], [2.550827, 0.679144, -0.120172], [1.415798, 2.171009, 0.192730], [1.501446, 1.064658, 1.435208], [0.818758, -1.950457, -0.443600], [1.003400, -1.027719, 1.209817], [-1.856721, -1.651344, -0.911515], [-2.198130, -1.544377, 1.002151], [-0.210140, 0.834798, -0.008884], [0.577461, 0.411618, -1.385585], [-2.213697, 0.970112, -1.186549]],
  "forces_ev_per_a": [[-0.4, 1.1, 1.0], [-1.9, -1.3, 1.8], [2.0, -1.5, 1.9], [0.8, 1.7, -1.0], [-0.2, -1.6, 0.9], [0.8, 0.7, 0.7], [0.6, -0.6, -0.9], [0.6, -0.9, -1.3], [-0.1, 1.2, 0.0], [-1.1, -0.5, -1.7], [-0.6, 1.3, 1.0], [0.5, 1.1, -2.2], [-1.3, -0.4, -0.2], [0.3, -0.5, 1.3], [-0.1, 0.3, -1.4]],
  "max_force_ev_per_a": 3.157,
  "total_charge": 1,
  "total_energy_ev": -15587.946,
  "gap_ha": 0.320
}

***

[2]
{
  "formula": "C3H10NS",
  "method": "ωB97M-V with the def2-TZVPD basis set",
  "species": ["C", "N", "H", "H", "H", "H", "C", "S", "C", "H", "H", "H", "H", "H", "H"],
  "xyz": [[-0.008445, 0.978656, -1.066805], [1.418794, 0.710873, -1.102817], [-0.274753, 2.121959, -1.110221], [-0.555986, 0.510820, -1.863221], [1.803309, 0.477871, -1.958279], [2.065309, 1.500039, -0.757351], [-1.964377, -0.567268, 0.594923], [-0.350404, 0.276471, 0.726978], [1.035209, -0.720335, 1.103306], [-2.877384, -0.008209, 0.461008], [-2.087241, -1.193047, 1.494792], [-2.445113, -1.251314, -0.219108], [2.007524, -0.123327, 1.204978], [0.977785, -1.223749, 2.125224], [1.255772, -1.489441, 0.366594]],
  "forces_ev_per_a": [[2.1, 2.0, 1.0], [0.5, 2.8, 1.6], [0.3, -2.2, 0.7], [-0.3, -0.8, 0.1], [0.4, -0.9, -2.3], [-1.8, -1.4, -0.5], [-1.6, -3.1, -0.4], [-2.4, 1.8, -1.2], [2.3, -1.8, 1.3], [0.4, 2.1, 1.1], [0.2, 0.6, -0.1], [2.8, 0.3, 0.4], [-1.9, -0.2, -0.3], [-0.7, 0.8, -1.2], [-0.2, 0.0, -0.1]],
  "max_force_ev_per_a": 3.502,
  "total_charge": 1,
  "total_energy_ev": -15589.434,
  "gap_ha": 0.404
}

***

[3]
{
  "formula": "C3H10NS",
  "method": "ωB97M-V with the def2-TZVPD basis set",
  "species": ["C", "C", "C", "S", "N", "H", "H", "H", "H", "H", "H", "H", "H", "H", "H"],
  "xyz": [[1.890722, 0.484460, 0.060594], [1.363849, -0.648423, -0.763099], [-0.112922, -0.307532, -1.291071], [-0.868373, 0.219503, 0.172600], [1.397680, 0.239292, 1.428740], [2.965561, 0.662485, 0.141453], [1.382508, 1.383136, -0.308776], [1.445224, -1.576880, -0.190069], [1.932199, -0.937127, -1.650064], [-0.555554, -1.147556, -1.823210], [0.094691, 0.476790, -2.022200], [-6.071744, -0.106086, 1.332581], [1.555011, 1.062225, 2.012894], [0.321207, 0.144071, 1.336288], [-6.740064, 0.051635, 1.563332]],
  "forces_ev_per_a": [[-0.6, 0.2, 0.5], [0.9, -1.5, -0.3], [1.3, 0.5, -0.4], [-1.2, 0.1, -0.3], [-0.1, 0.6, -1.0], [0.0, -0.4, -0.3], [0.9, 0.4, -0.1], [-0.6, 0.1, 0.2], [0.0, 0.7, -0.2], [0.0, -0.4, 0.6], [-0.5, 0.3, 0.3], [0.6, -0.1, -0.2], [-0.2, 0.2, 0.0], [0.2, -0.9, 1.0], [-0.6, 0.1, 0.2]],
  "max_force_ev_per_a": 1.752,
  "total_charge": 1,
  "total_energy_ev": -15586.449,
  "gap_ha": 0.246
}

***

[4]
{
  "formula": "C3H10O",
  "method": "ωB97M-V with the def2-TZVPD basis set",
  "species": ["C", "C", "H", "H", "H", "H", "H", "H", "C", "O", "H", "H", "H", "H"],
  "xyz": [[-1.454239, 1.141383, -1.313114], [-0.013642, 0.734550, -1.530315], [-1.543158, 1.985707, -0.619742], [-1.905892, 1.494775, -2.241129], [-2.064068, 0.300746, -0.977160], [0.088370, -0.091895, -2.241998], [0.534892, 0.353438, -0.658740], [0.590402, 1.562148, -1.902201], [0.798530, -0.946453, 1.972492], [1.200209, -2.097285, 1.260134], [1.832055, -2.577930, 1.797736], [0.562415, -1.151225, 3.017752], [-0.142219, -0.575353, 1.568425], [1.516346, -0.132606, 1.867861]],
  "forces_ev_per_a": [[-0.2, 0.2, 0.0], [0.9, -0.5, -0.1], [0.0, -0.3, 0.1], [0.1, -0.1, -0.1], [0.0, 0.1, 0.2], [-0.2, 0.2, -0.1], [-0.5, 0.2, 0.2], [-0.1, 0.1, -0.1], [-0.5, 0.3, 0.0], [-0.1, -0.1, -0.1], [0.1, 0.0, 0.0], [0.4, 0.0, 0.2], [0.0, -0.2, -0.4], [0.2, 0.0, 0.2]],
  "max_force_ev_per_a": 1.006,
  "total_energy_ev": -5320.020,
  "smiles": "CC.CO",
  "gap_ha": 0.423
}

***

[5]
{
  "formula": "C3H10O",
  "method": "ωB97M-V with the def2-TZVPD basis set",
  "species": ["C", "H", "H", "H", "H", "C", "O", "C", "H", "H", "H", "H", "H", "H"],
  "xyz": [[-2.933465, 0.031782, 0.949608], [-2.239510, 0.395805, 1.700103], [-2.423049, -0.650924, 0.271799], [-3.558984, -0.617635, 1.554030], [-3.489289, 0.759167, 0.396113], [0.806516, 0.407898, -0.274364], [1.865166, 0.111673, 0.550581], [0.746928, -0.610418, -1.391898], [0.914348, 1.462508, -0.666860], [-0.183194, 0.471619, 0.278841], [1.834721, 0.768594, 1.284766], [1.714863, -1.070254, -1.601123], [0.422082, -0.107791, -2.307403], [0.030521, -1.414919, -1.182726]],
  "forces_ev_per_a": [[0.5, -1.3, 0.5], [0.2, 0.7, -0.2], [0.1, 0.0, -0.2], [-0.5, 0.0, -0.2], [-0.2, 0.5, 0.0], [0.6, -2.1, -1.2], [-1.1, 1.3, 0.4], [-0.2, 0.4, -0.4], [-0.1, 0.1, 0.4], [0.3, 0.4, 0.2], [0.5, -0.3, 0.2], [0.0, 0.1, 0.2], [-0.1, -0.1, 0.1], [0.0, 0.2, 0.1]],
  "multiplicity": 2,
  "max_force_ev_per_a": 2.533,
  "total_charge": 1,
  "total_energy_ev": -5309.792,
  "s_squared": 0.755,
  "gap_ha": [0.457, 0.224]
}

***

[6]
{
  "formula": "C3H10O2",
  "method": "ωB97M-V with the def2-TZVPD basis set",
  "species": ["C", "O", "H", "H", "H", "H", "C", "O", "C", "H", "H", "H", "H", "H", "H"],
  "xyz": [[0.699427, 1.949204, 1.538712], [2.058496, 1.543978, 1.355373], [-0.036455, 1.386675, 0.920982], [0.490005, 2.937599, 1.189670], [0.337107, 1.766380, 2.548419], [2.597182, 2.251243, 1.025967], [-0.462126, -0.763423, -0.538101], [-1.777423, -0.651034, 0.084156], [-0.383127, -1.876859, -1.601938], [0.099427, -1.055541, 0.343690], [-0.157648, 0.358973, -0.802443], [-2.260661, -1.152943, -0.590762], [-0.977419, -2.660544, -1.122956], [0.647985, -2.244083, -1.756707], [-0.874768, -1.789625, -2.594062]],
  "forces_ev_per_a": [[-0.8, -0.9, -0.8], [-0.9, -0.7, 0.3], [0.9, -0.2, 0.2], [0.3, 1.0, 0.3], [0.5, 0.4, 0.3], [0.1, 0.6, -0.2], [0.3, 2.5, 0.5], [0.0, -0.8, -1.9], [-0.4, -0.2, 0.3], [1.0, 0.0, -0.4], [-0.3, -2.6, -0.1], [-0.9, 0.4, 0.7], [0.4, -0.5, 0.0], [-0.5, 0.3, 0.2], [0.4, 0.8, 0.6]],
  "max_force_ev_per_a": 2.656,
  "total_energy_ev": -7366.492,
  "smiles": "CCO.CO",
  "gap_ha": 0.407
}